A gas-phase ion, C30H50N11O6 (charge +1). Source: the OMol25 dataset; level of theory: the ωB97M-V functional and the def2-TZVPD basis.

The spin multiplicity is 1. As for the net charge: +1. The value obtained for the energy is -2226.68676 Eh. The highest occupied orbital energy comes out at -0.4012 Eh. For the energy relative to the best compared isomer or geometry (same formula, charge and spin), the calculation gives 6.2 kcal per mole.

```
97
Properties=species:S:1:pos:R:3:nbo_charge:R:1
C 6.6262 2.6690 -0.3397 -0.172
C 5.9802 1.7693 -0.7932 -0.080
C 5.1902 0.6451 -1.2710 -0.143
H 4.4672 0.9980 -2.0135 0.227
O 4.4097 0.0356 -0.2489 -0.556
C 5.1570 -0.5313 0.8128 -0.104
C 5.4330 -2.0185 0.5749 -0.092
H 5.9021 -2.1562 -0.4049 0.175
O 4.2065 -2.7314 0.6487 -0.564
C 4.0691 -3.7993 -0.2632 -0.083
H 3.3249 -4.4709 0.1715 0.207
H 5.0120 -4.3428 -0.3806 0.189
C 3.5586 -3.3324 -1.6316 -0.095
H 4.1232 -2.4556 -1.9723 0.174
H 3.6740 -4.1359 -2.3690 0.193
O 2.1872 -3.0103 -1.4774 -0.555
C 1.5517 -2.4321 -2.6031 -0.097
H 0.4848 -2.5032 -2.3730 0.241
H 1.7751 -3.0238 -3.4967 0.182
C 1.9112 -0.9390 -2.8191 -0.261
N 0.7366 -0.1138 -2.8959 -0.569
C 0.2413 0.7240 -1.9691 0.649
N -0.9088 1.2983 -2.3000 -0.624
C -1.3944 2.1745 -1.4181 0.629
N -2.5550 2.7867 -1.7158 -0.391
C -3.3991 2.2529 -2.7547 -0.237
H -2.7695 1.8426 -3.5424 0.257
H -4.0012 3.0707 -3.1555 0.206
C -4.2883 1.1411 -2.1479 -0.231
N -4.5103 1.4401 -0.7445 -0.430
C -4.2498 0.6325 0.3023 0.696
O -4.1335 1.0454 1.4397 -0.635
C -4.1164 -0.8797 0.0319 -0.131
N -2.7126 -1.1756 0.1400 -0.142
C -1.9251 -1.0850 1.2321 -0.059
C -0.6735 -1.4406 0.7725 0.037
N -0.7844 -1.7088 -0.5479 -0.285
N -2.0010 -1.5426 -0.9102 -0.047
C 0.6470 -1.5718 1.4550 -0.086
N 1.7099 -1.1995 0.5025 -0.795
H 1.8532 -1.9545 -0.2069 0.465
H 2.5905 -1.0656 1.0129 0.451
H 0.8067 -2.6183 1.7513 0.216
C 0.7845 -0.6670 2.6904 -0.072
O 2.1193 -0.6607 3.1373 -0.724
H 2.3016 -1.4615 3.6420 0.482
H 0.5495 0.3623 2.4110 0.207
H 0.0919 -0.9856 3.4749 0.188
H -2.2940 -0.7710 2.1833 0.256
H -4.4229 -1.1635 -0.9759 0.241
C -4.9671 -1.6613 1.0526 -0.200
C -6.4350 -1.3114 0.8206 -0.615
H -6.5906 -0.2390 0.9100 0.219
H -7.0607 -1.8018 1.5593 0.228
H -6.7541 -1.6301 -0.1697 0.205
C -4.7144 -3.1674 0.9220 -0.401
C -5.3363 -3.9699 2.0589 -0.602
H -5.0597 -5.0171 1.9687 0.219
H -4.9866 -3.6046 3.0220 0.203
H -6.4200 -3.9064 2.0392 0.208
H -5.1150 -3.5167 -0.0321 0.203
H -3.6381 -3.3580 0.9157 0.199
H -4.6851 -1.3288 2.0564 0.220
C -4.6394 2.8629 -0.4793 -0.247
H -5.4053 3.2614 -1.1480 0.202
C -3.2768 3.5424 -0.7153 -0.223
H -2.6772 3.5457 0.1946 0.248
H -3.4164 4.5718 -1.0589 0.205
H -4.9587 2.9946 0.5543 0.256
H -5.2471 1.0873 -2.6749 0.206
H -3.7643 0.1927 -2.2537 0.224
N -0.7669 2.5366 -0.2970 -0.648
C 0.3873 1.9329 -0.0559 0.728
N 0.9149 0.9541 -0.8286 -0.708
N 1.0409 2.2602 1.0776 -0.439
H 1.4520 -0.2840 -0.0403 0.456
C 0.5175 3.3003 1.9451 -0.256
H 0.7099 2.9968 2.9790 0.203
C 1.2374 4.6233 1.6672 -0.081
O 2.6301 4.4740 1.8251 -0.516
C 3.1367 3.4926 0.9560 -0.079
H 2.9662 3.7910 -0.0909 0.163
C 2.4799 2.1252 1.1986 -0.271
H 2.7123 1.7815 2.2108 0.211
H 2.8529 1.4145 0.4658 0.246
H 4.2101 3.4340 1.1399 0.207
H 1.0036 4.9551 0.6442 0.171
H 0.9274 5.3897 2.3779 0.206
H -0.5524 3.3986 1.7739 0.248
H 0.1165 -0.2578 -3.6777 0.413
H 2.4719 -0.8179 -3.7518 0.210
H 2.5265 -0.5738 -1.9948 0.225
H 6.1208 -2.3907 1.3444 0.194
H 4.5562 -0.4144 1.7199 0.202
H 6.1004 0.0058 0.9508 0.209
H 5.8617 -0.0886 -1.7432 0.201
H 7.1979 3.4740 0.0164 0.243
```

A gas-phase ion, C9H17N4O (charge +1). Source: the OMol25 dataset; level of theory: the ωB97M-V functional and the def2-TZVPD basis.

Its SMILES is CO[C@]1([NH+]2CCCC2)N=CCC(N)=N1. The spin multiplicity is 1. As for the net charge: +1. The value obtained for the energy is -647.09873 Eh. The highest occupied orbital energy comes out at -0.4687 Eh. For the energy relative to the best compared isomer or geometry (same formula, charge and spin), the calculation gives 21.9 kcal per mole.

```
31
Properties=species:S:1:pos:R:3:nbo_charge:R:1
C -0.1988 0.4075 2.1893 -0.288
O 0.3080 0.9372 0.9419 -0.549
C -0.1950 0.3501 -0.2658 0.696
N 0.9922 -0.1640 -1.1337 -0.411
C 1.5648 -1.4827 -0.4826 -0.213
C 2.4743 -0.8161 0.6081 -0.409
C 3.0356 0.4796 0.0338 -0.450
C 2.1058 0.8659 -1.0470 -0.231
N -0.7776 1.3882 -1.1673 -0.464
C -1.9940 1.5710 -1.0985 0.178
C -2.9872 0.7162 -0.5369 -0.595
C -2.3632 -0.6076 -0.1754 0.506
N -3.1913 -1.6143 0.1718 -0.775
N -1.1030 -0.7947 -0.1330 -0.632
H 0.3220 1.0450 3.0140 0.233
H -0.1150 -0.6682 2.2890 0.200
H -1.2735 0.5791 2.4602 0.197
H 0.8899 -0.2061 -2.2160 0.471
H 2.1165 -1.9870 -1.2950 0.216
H 0.7092 -2.0320 -0.1327 0.259
H 3.3025 -1.5713 0.7996 0.245
H 1.7300 -0.6637 1.4193 0.226
H 3.1079 1.0707 0.9348 0.251
H 3.9790 0.1777 -0.3977 0.228
H 1.6361 1.8496 -0.7978 0.268
H 2.6012 0.8006 -2.0114 0.220
H -2.2885 2.4956 -1.5878 0.207
H -3.5193 1.2328 0.2718 0.288
H -3.9526 0.6548 -1.2604 0.280
H -4.2041 -1.5092 0.1024 0.419
H -2.7119 -2.5047 0.5029 0.429
```

A gas-phase ion, C23H34OP (charge +1). Source: the OMol25 dataset; level of theory: the ωB97M-V functional and the def2-TZVPD basis.

The spin multiplicity is 1. As for the net charge: +1. The value obtained for the energy is -1313.12295 Eh. The highest occupied orbital energy comes out at -0.4071 Eh.

```
59
Properties=species:S:1:pos:R:3:nbo_charge:R:1
C -1.6499 3.2586 -0.8908 -0.618
C -0.9050 2.2095 -0.0628 -0.544
C 0.0962 2.8897 0.8776 -0.618
P -0.3013 0.7974 -1.0789 1.657
C -1.8702 0.1986 -1.9358 -0.515
C -3.1695 0.3120 -1.1301 -0.626
C -1.7683 -1.2342 -2.4874 -0.618
C 0.5172 1.7487 -2.4781 -0.502
C 0.9926 0.9252 -3.6921 -0.625
C 1.5843 2.7695 -2.0369 -0.626
H -2.2249 3.8886 -0.1982 0.242
H -0.9656 3.9185 -1.4349 0.216
H -2.3605 2.8182 -1.5963 0.215
H -1.6339 1.7327 0.5967 0.257
H -0.4570 3.6503 1.4526 0.234
H 0.5315 2.1924 1.6025 0.235
H 0.9005 3.4136 0.3504 0.217
H -1.9749 0.8728 -2.8044 0.240
H -4.0010 0.0887 -1.8165 0.242
H -3.2276 -0.4241 -0.3183 0.218
H -3.3703 1.3083 -0.7205 0.221
H -2.7083 -1.4542 -3.0133 0.242
H -0.9529 -1.3641 -3.2076 0.223
H -1.6625 -2.0033 -1.7088 0.212
H -0.3314 2.3467 -2.8677 0.260
H 0.6296 1.4288 -4.6066 0.236
H 2.0918 0.8760 -3.7615 0.226
H 0.5897 -0.0956 -3.7044 0.219
H 2.2194 3.0258 -2.8989 0.239
H 1.1268 3.7148 -1.7082 0.222
H 2.2358 2.4040 -1.2300 0.223
C -0.4573 -2.3171 6.0570 -0.258
O -1.3703 -1.6882 5.1456 -0.481
C -0.8648 -1.0978 4.0314 0.334
C -1.8150 -0.6328 3.1026 -0.241
C -1.4048 -0.2445 1.8457 -0.217
C -0.0743 -0.3798 1.4232 -0.072
C 0.1876 -0.5359 -0.1239 -0.711
C 1.4743 -1.3757 -0.4549 -0.031
C 2.3430 -1.1257 -1.5211 -0.175
C 3.3234 -2.0702 -1.8724 -0.213
C 3.5452 -3.1939 -1.0684 -0.194
C 2.7190 -3.4110 0.0396 -0.191
C 1.6486 -2.5506 0.2824 -0.208
C 0.8965 -0.5832 2.4351 -0.121
C 0.5113 -1.0116 3.7081 -0.325
H -1.0636 -2.6034 6.9152 0.215
H -0.0040 -3.2093 5.6112 0.185
H 0.3286 -1.6272 6.3789 0.182
H -2.8673 -0.6788 3.3604 0.239
H -2.1756 0.1183 1.1643 0.205
H -0.5923 -1.2778 -0.3812 0.302
H 2.2995 -0.1608 -2.0448 0.196
H 3.9518 -1.8815 -2.7506 0.227
H 4.3775 -3.8591 -1.2706 0.232
H 2.9348 -4.2054 0.7511 0.230
H 0.9417 -2.7635 1.0852 0.226
H 1.9636 -0.4957 2.2272 0.225
H 1.2625 -1.3519 4.4331 0.237
```

A molecular structure, C20H18N7ReS. Source: the OMol25 dataset; level of theory: the ωB97M-V functional and the def2-TZVPD basis.

The spin multiplicity is 2. As for the net charge: +3. The value obtained for the energy is -1631.67293 Eh. The highest occupied orbital energy (alpha / beta) comes out at -0.5803 / -0.5796 Eh. For the energy relative to the best compared isomer or geometry (same formula, charge and spin), the calculation gives 0.0 kcal per mole. The expectation value of S² is 0.875.

```
47
Properties=species:S:1:pos:R:3:nbo_charge:R:1
Re -0.1626 -0.1782 -0.1592 1.325
C 2.5332 3.1881 -0.5523 -0.711
C 1.8946 1.8812 -0.3214 0.377
N 0.6369 1.6405 -0.6294 -0.292
N -0.1121 2.5951 -1.2118 -0.370
C -1.1456 2.1535 -1.8605 0.328
N -2.0022 2.9518 -2.4615 -0.716
S -1.4046 0.3683 -1.9911 0.142
C 2.6078 0.7028 0.1742 0.138
C 3.9694 0.6578 0.3923 -0.161
C 4.5711 -0.5594 0.7104 -0.045
C 3.7877 -1.7012 0.8081 -0.206
C 2.4253 -1.5927 0.6027 0.108
N 1.8378 -0.4174 0.3072 -0.528
H 1.7872 3.9364 -0.7996 0.294
H 3.0945 3.5003 0.3317 0.278
H 3.2494 3.1298 -1.3791 0.292
H -1.8776 3.9553 -2.4182 0.451
H -2.7465 2.5952 -3.0407 0.439
H 4.5571 1.5601 0.2905 0.273
H 5.6415 -0.6137 0.8637 0.278
H 4.2218 -2.6648 1.0364 0.283
H 1.7774 -2.4573 0.6858 0.242
N -4.7859 -2.6996 4.6921 -0.521
C -5.0695 -3.1832 5.9319 0.288
C -6.2249 -3.6857 6.5074 -0.296
C -6.1282 -4.1108 7.8193 -0.049
C -4.9038 -4.0958 8.5378 -0.185
C -3.7550 -3.6113 7.9802 -0.157
C -3.8160 -3.1585 6.6424 0.117
N -2.8546 -2.6899 5.8447 -0.336
C -3.4399 -2.4083 4.6769 0.301
C -2.7035 -1.8849 3.5922 0.043
C -1.3231 -1.6149 3.7742 -0.169
C -0.5819 -1.1281 2.7459 0.019
N -1.1144 -0.9013 1.5024 -0.573
C -2.4621 -1.1271 1.3284 0.029
C -3.2598 -1.6075 2.3194 -0.205
H -5.4609 -2.5604 3.9593 0.440
H -7.1470 -3.7893 5.9513 0.253
H -7.0227 -4.4616 8.3165 0.254
H -4.8878 -4.4718 9.5510 0.257
H -2.8371 -3.5266 8.5453 0.257
H -0.8631 -1.8056 4.7341 0.293
H 0.4677 -0.9063 2.8813 0.228
H -2.8871 -0.9171 0.3549 0.240
H -4.3052 -1.7680 2.1003 0.254
```

7 unconnected molecules or ions with the total composition C17H30N2O21S5. Source: the OMol25 dataset; level of theory: the ωB97M-V functional and the def2-TZVPD basis.

The spin multiplicity is 2. As for the net charge: +1. The value obtained for the energy is -4345.68853 Eh. The highest occupied orbital energy (alpha / beta) comes out at -0.4628 / -0.4626 Eh. The expectation value of S² is 0.761.

```
75
Properties=species:S:1:pos:R:3:lowdin_charge:R:1
O -35.4392 -2.5668 -13.6691 0.009
C -36.1949 -2.6850 -12.7001 -0.559
N -37.3438 -3.3063 -12.8257 0.201
C -36.0716 -1.9773 -11.3143 0.010
H -37.6353 -3.4337 -13.7843 0.091
H -38.0287 -3.2167 -12.0889 0.107
H -36.9217 -1.7020 -10.6902 0.047
H -35.6295 -1.0060 -11.5362 0.049
H -35.4323 -2.5178 -10.6163 0.074
N -32.7404 -0.6595 -11.7363 0.311
C -31.5346 -1.0623 -11.2322 -0.051
C -30.4867 -1.2507 -12.0335 -0.007
C -30.5733 -0.8684 -13.4129 0.026
C -31.7574 -0.3381 -13.9394 0.025
C -32.9107 -0.3422 -13.0839 0.042
H -31.4173 -1.3170 -10.1892 0.122
H -29.5274 -1.5493 -11.6374 0.136
H -29.7486 -0.8750 -14.1102 0.127
H -31.8299 0.1220 -14.9138 0.132
H -33.9118 -0.0473 -13.3616 0.103
C -37.1268 1.1009 -13.4656 -0.154
C -36.5304 0.3195 -14.7021 -0.116
O -36.3018 1.4473 -15.5905 -0.213
S -35.8553 2.8305 -14.7845 0.742
O -36.2637 4.0345 -15.5640 -0.242
O -34.4638 2.8458 -14.2696 -0.280
O -36.8706 2.4952 -13.5968 -0.207
H -36.5923 0.7467 -12.5842 0.091
H -38.1747 0.8626 -13.2837 0.135
H -37.2977 -0.2800 -15.1918 0.118
H -35.6827 -0.3543 -14.5775 0.090
C -38.3098 2.0768 -10.1309 -0.142
C -38.3035 2.7126 -8.6941 -0.106
O -37.9026 1.5915 -7.8520 -0.199
S -36.7477 0.7227 -8.5455 0.707
O -37.0848 -0.6863 -8.2902 -0.258
O -35.4549 1.2915 -8.1866 -0.218
O -37.2083 1.1761 -10.0492 -0.246
H -38.0617 2.7599 -10.9433 0.132
H -39.2274 1.5201 -10.3214 0.126
H -39.3379 3.0360 -8.5776 0.136
H -37.5632 3.5105 -8.6341 0.136
C -33.5062 -1.9162 -8.0048 -0.164
C -32.0754 -2.2909 -7.4101 -0.141
O -31.2973 -1.0820 -7.1881 -0.213
S -32.2257 0.2901 -7.5599 0.712
O -31.5171 1.2625 -8.3532 -0.229
O -32.8225 0.8058 -6.3367 -0.227
O -33.2625 -0.6072 -8.4718 -0.270
H -34.2532 -1.8499 -7.2138 0.128
H -33.7256 -2.7228 -8.7044 0.126
H -31.5061 -2.7280 -8.2304 0.109
H -32.2332 -2.9641 -6.5675 0.134
C -39.7901 -2.3946 -7.4816 -0.144
C -39.9219 -2.1711 -9.0668 -0.198
O -38.7913 -2.7298 -9.5306 -0.228
S -37.9709 -3.7576 -8.5045 0.713
O -36.6902 -3.2758 -8.1019 -0.244
O -38.0199 -5.1473 -9.0444 -0.250
O -38.9680 -3.5157 -7.2691 -0.180
H -40.7291 -2.5081 -6.9399 0.138
H -39.1715 -1.5921 -7.0798 0.112
H -39.9955 -1.0907 -9.1911 0.126
H -40.8254 -2.6965 -9.3764 0.132
C -40.5824 -4.9106 -17.7463 -0.130
C -40.0673 -5.6472 -16.5470 -0.221
O -39.4056 -4.7963 -15.6420 -0.214
S -39.4172 -3.2120 -16.1795 0.741
O -38.0291 -2.7235 -16.0786 -0.265
O -40.4671 -2.4455 -15.5331 -0.238
O -39.6851 -3.7840 -17.6953 -0.196
H -41.6156 -4.6574 -17.5085 0.135
H -40.5100 -5.5678 -18.6129 0.147
H -39.2728 -6.3742 -16.7156 0.133
H -40.7405 -6.2521 -15.9395 0.136
```

A single C3H4N4 molecule. Source: the OMol25 dataset; level of theory: the ωB97M-V functional and the def2-TZVPD basis.

Its SMILES is [H]/N=C\N/N=C/C#N. The spin multiplicity is 1. The value obtained for the energy is -335.65840 Eh. The highest occupied orbital energy comes out at -0.3489 Eh. For the energy relative to the best compared isomer or geometry (same formula, charge and spin), the calculation gives 72.1 kcal per mole.

```
11
Properties=species:S:1:pos:R:3:nbo_charge:R:1
H 1.8031 -1.6427 -0.1201 0.347
N 2.6415 -1.0943 -0.0268 -0.619
C 2.3461 0.1528 0.0653 0.254
N 1.0796 0.7729 -0.0512 -0.409
N 0.0384 0.0351 0.0138 -0.128
C -1.1438 0.6017 0.0180 -0.137
C -2.3421 -0.2069 -0.0606 0.232
N -3.4643 -0.5741 0.0532 -0.277
H 3.1682 0.8409 0.2387 0.176
H 0.9691 1.8536 -0.1060 0.370
H -1.1676 1.6840 -0.0712 0.191
```

Please write out number 3 again, unchanged.
A gas-phase ion, C23H34OP (charge +1). Source: the OMol25 dataset; level of theory: the ωB97M-V functional and the def2-TZVPD basis.

The spin multiplicity is 1. As for the net charge: +1. The value obtained for the energy is -1313.12295 Eh. The highest occupied orbital energy comes out at -0.4071 Eh.

```
59
Properties=species:S:1:pos:R:3:nbo_charge:R:1
C -1.6499 3.2586 -0.8908 -0.618
C -0.9050 2.2095 -0.0628 -0.544
C 0.0962 2.8897 0.8776 -0.618
P -0.3013 0.7974 -1.0789 1.657
C -1.8702 0.1986 -1.9358 -0.515
C -3.1695 0.3120 -1.1301 -0.626
C -1.7683 -1.2342 -2.4874 -0.618
C 0.5172 1.7487 -2.4781 -0.502
C 0.9926 0.9252 -3.6921 -0.625
C 1.5843 2.7695 -2.0369 -0.626
H -2.2249 3.8886 -0.1982 0.242
H -0.9656 3.9185 -1.4349 0.216
H -2.3605 2.8182 -1.5963 0.215
H -1.6339 1.7327 0.5967 0.257
H -0.4570 3.6503 1.4526 0.234
H 0.5315 2.1924 1.6025 0.235
H 0.9005 3.4136 0.3504 0.217
H -1.9749 0.8728 -2.8044 0.240
H -4.0010 0.0887 -1.8165 0.242
H -3.2276 -0.4241 -0.3183 0.218
H -3.3703 1.3083 -0.7205 0.221
H -2.7083 -1.4542 -3.0133 0.242
H -0.9529 -1.3641 -3.2076 0.223
H -1.6625 -2.0033 -1.7088 0.212
H -0.3314 2.3467 -2.8677 0.260
H 0.6296 1.4288 -4.6066 0.236
H 2.0918 0.8760 -3.7615 0.226
H 0.5897 -0.0956 -3.7044 0.219
H 2.2194 3.0258 -2.8989 0.239
H 1.1268 3.7148 -1.7082 0.222
H 2.2358 2.4040 -1.2300 0.223
C -0.4573 -2.3171 6.0570 -0.258
O -1.3703 -1.6882 5.1456 -0.481
C -0.8648 -1.0978 4.0314 0.334
C -1.8150 -0.6328 3.1026 -0.241
C -1.4048 -0.2445 1.8457 -0.217
C -0.0743 -0.3798 1.4232 -0.072
C 0.1876 -0.5359 -0.1239 -0.711
C 1.4743 -1.3757 -0.4549 -0.031
C 2.3430 -1.1257 -1.5211 -0.175
C 3.3234 -2.0702 -1.8724 -0.213
C 3.5452 -3.1939 -1.0684 -0.194
C 2.7190 -3.4110 0.0396 -0.191
C 1.6486 -2.5506 0.2824 -0.208
C 0.8965 -0.5832 2.4351 -0.121
C 0.5113 -1.0116 3.7081 -0.325
H -1.0636 -2.6034 6.9152 0.215
H -0.0040 -3.2093 5.6112 0.185
H 0.3286 -1.6272 6.3789 0.182
H -2.8673 -0.6788 3.3604 0.239
H -2.1756 0.1183 1.1643 0.205
H -0.5923 -1.2778 -0.3812 0.302
H 2.2995 -0.1608 -2.0448 0.196
H 3.9518 -1.8815 -2.7506 0.227
H 4.3775 -3.8591 -1.2706 0.232
H 2.9348 -4.2054 0.7511 0.230
H 0.9417 -2.7635 1.0852 0.226
H 1.9636 -0.4957 2.2272 0.225
H 1.2625 -1.3519 4.4331 0.237
```